# C3H4N4

A molecular structure, C3H4N4 (ωB97M-V/def2-TZVPD, the OMol25 dataset).

Geometry as ORCA input:
```
! RIJCOSX wB97M-V def2-TZVPD def2/J DEFGRID3
* xyz 0 1
N -1.2888 -0.6036 -1.1874
C -0.3671 -0.6611 -0.2698
C 1.0395 -0.8856 -0.1553
N 1.7326 0.2741 0.0182
C 0.9265 1.2260 0.5191
N -0.1836 0.9256 1.1892
N -0.5452 -0.4282 1.0916
H -1.0469 -0.6154 -2.1698
H -2.2600 -0.4883 -0.9233
H 0.6494 -1.1606 1.1077
H 1.2713 2.2547 0.5860
*
```

LUMO energy, eV: 0.28
DFT total energy, a.u.: -335.53130
ΔE to the lowest compared entry with this formula, charge and spin, kcal per mole: 151.9